Entry 1:
Formula: C2H5ClO2P
Source: OMol25
Level of theory: the ωB97M-V functional and the def2-TZVPD basis

XYZ file:
```
11
Properties=species:S:1:pos:R:3:forces:R:3
C -0.42896 0.17133 -0.00852 -1.7 -1.0 -0.8
H -2.26536 -1.14530 -0.05231 1.2 1.6 -1.1
O 2.48149 0.99508 -0.69985 -0.3 -1.0 0.0
H 2.86255 -0.24978 -0.34965 -0.4 1.0 -0.4
H -2.13013 0.23725 -1.51537 0.7 -0.9 2.3
O 1.24182 3.03456 -0.01551 -1.1 -1.7 0.6
Cl 3.13775 -1.56442 0.00282 0.4 -1.3 0.4
H -0.00363 -0.51567 0.76168 -0.6 0.4 -0.2
C -1.69893 -0.25027 -0.53423 2.8 1.4 0.1
H 1.47289 1.02473 1.49250 -0.2 0.6 -1.0
P 1.32276 1.53235 0.11429 -0.8 0.8 0.0
```
Forces are in eV/Å.

Values from the calculation:
net charge = -1
LUMO energy = 3.898 eV
relative energy (zero: lowest compared OMol25 entry of this formula, charge and spin) = 64.7 kcal per mole
HOMO energy = -5.826 eV
Kohn-Sham gap = 0.357 hartree

=====

Entry 2:
Formula: C51H42ClN6O2RhSb
Source: OMol25
Level of theory: the ωB97M-V functional and the def2-TZVPD basis

XYZ file:
```
104
Properties=species:S:1:pos:R:3:forces:R:3
C 1.86914 -5.77950 -1.60273 0.0 0.0 0.0
H -6.59186 3.78508 1.62505 0.0 0.0 0.0
H 2.92929 -2.63132 -3.82831 0.0 0.0 0.0
C 1.44885 0.73796 -4.10436 0.1 0.1 0.3
C -4.79828 1.05928 0.73749 -0.2 0.3 0.0
C -3.37446 2.98305 0.92416 0.0 0.0 0.0
H -5.27387 -2.35903 -4.04641 0.0 0.0 0.0
C 7.07676 0.95756 0.74048 0.2 0.0 -0.2
H 0.67790 3.71244 -1.99677 0.1 0.0 0.0
Sb -1.92137 0.21370 0.21060 -0.9 0.6 0.4
C 0.98672 5.66388 -1.16383 -0.1 0.0 0.1
C 2.26310 -4.71783 -2.40654 -0.1 0.0 0.0
C -4.49260 -0.53658 -3.23209 0.0 0.0 -0.1
C 7.06895 0.99989 -0.65417 0.1 0.0 0.2
H 0.10640 3.91273 2.08375 0.1 0.1 0.0
H -1.59072 2.04805 4.62887 -0.1 0.0 0.0
H -3.92841 -1.21356 4.85761 0.0 0.0 0.0
H 0.09106 0.70512 -5.75072 0.0 0.0 0.0
H 5.89424 0.87503 2.54674 0.0 0.0 0.0
N 2.92388 0.87153 2.41003 1.4 -0.2 -0.2
H 0.64906 -6.34393 0.06148 0.0 0.0 0.0
C -3.40860 -2.12545 -1.23091 0.0 0.0 0.1
H -4.34092 -3.76544 -2.24089 0.0 0.0 0.0
C -4.16829 -2.69760 -2.24043 0.0 -0.1 0.0
C -5.89865 1.83308 1.07491 0.0 -0.1 0.0
H 8.02508 0.95334 1.26027 0.0 0.0 0.0
H -1.42243 1.96355 -1.96516 0.1 -0.1 0.0
H -3.99307 -0.25619 2.60198 0.0 0.0 0.0
N 0.60054 1.38996 2.16593 0.6 -0.5 0.3
C 1.82559 -3.42276 -2.16310 0.1 0.0 0.1
C 0.37666 1.18010 4.93735 -0.2 0.1 -0.1
C 5.89777 0.92568 1.46683 -0.5 0.0 0.1
C 0.52676 -4.24205 -0.28573 0.2 0.0 0.0
C 1.68306 1.00879 2.90777 -1.1 0.4 0.0
N 2.89111 0.96393 -2.26296 1.4 0.0 0.2
H -1.79108 1.62161 -4.36117 -0.1 0.0 0.0
H 5.86163 1.05102 -2.44424 0.0 0.0 0.0
C -0.80221 -1.39605 2.60594 0.0 0.0 0.1
C -3.18907 -0.75683 -1.22263 0.4 0.2 0.1
H 2.92423 -4.89659 -3.24642 0.0 0.0 0.0
C -3.04824 -1.26536 4.23038 -0.1 0.0 0.0
C -0.76996 -1.93116 3.88483 0.0 0.0 0.0
C 4.70701 0.96768 0.76015 0.9 0.0 -0.7
C 0.96612 6.41967 -0.00386 0.0 -0.1 0.0
C 0.35430 4.42016 1.16201 0.0 0.0 0.3
C 4.69874 1.01951 -0.63933 0.9 0.0 0.6
C 1.53738 0.83216 4.30372 0.1 0.0 -0.3
C -0.42028 -4.03934 0.86079 0.1 0.0 0.0
O 1.18343 -1.08899 0.06248 -0.2 2.2 0.6
N 2.52579 1.17208 0.08157 1.5 0.8 0.0
C -0.82900 1.39957 -3.92596 0.1 0.0 -0.1
Rh 0.57705 1.25328 0.10059 -0.9 -0.9 -0.3
H 0.09117 -1.42741 1.99807 0.0 0.0 0.0
C 3.31793 1.00631 1.18794 -1.4 0.1 0.5
N 0.54920 1.34245 -1.96535 0.5 -0.4 -0.2
C 2.38597 -7.17267 -1.82209 0.1 0.0 0.1
H 0.13933 -2.39333 4.24719 0.0 0.0 0.0
C -1.88823 -1.86015 4.70157 0.0 0.0 0.0
H -2.99416 -2.75151 -0.45178 0.1 0.0 0.0
C -0.62189 1.57928 -2.58641 -0.4 0.1 -0.1
C -0.67119 1.70812 4.17758 0.2 0.0 0.1
H -4.34922 4.80990 1.48549 0.0 0.0 0.0
C 0.98562 -3.18622 -1.07451 0.1 0.1 0.3
C 0.64393 5.77599 1.18137 -0.1 0.0 -0.2
H -4.93232 0.00907 0.51156 -0.1 0.0 0.0
H 3.05951 -7.44393 -1.00634 0.0 -0.1 0.0
H -6.87983 1.37827 1.11442 0.0 0.0 0.0
C -4.69918 -1.90784 -3.24908 0.0 0.0 0.0
C 5.87945 1.02265 -1.36367 -0.4 0.0 -0.1
H 2.31793 0.39813 -4.64705 0.0 0.1 0.0
Cl 0.58331 6.63006 2.67305 0.0 0.0 0.0
H -1.06240 -4.91058 0.98435 0.0 0.0 0.0
H -1.32779 2.14309 2.20995 0.0 -0.1 0.0
H 2.70256 -1.49154 -2.48864 0.1 0.0 -0.1
C -3.52705 1.62666 0.67394 0.5 -0.5 -0.2
C -1.96864 -0.80676 2.12790 0.1 0.1 -0.6
C 3.30327 1.07752 -1.04384 -1.4 -0.1 -0.5
H 1.34992 -1.87960 -3.55009 0.0 0.0 0.0
O -0.49571 -1.37292 -1.37390 0.3 0.1 0.4
H 1.18932 7.47706 -0.01573 0.0 0.0 0.0
H 0.27137 1.07983 6.00867 0.1 -0.1 0.0
H 2.93899 -7.25563 -2.75593 0.0 0.0 0.0
C -5.73493 3.18243 1.35603 0.0 0.0 0.0
C -3.09028 -0.73938 2.94677 0.0 0.0 -0.1
H 0.13102 -3.89935 1.79240 0.0 0.0 0.0
H 2.38964 0.44040 4.83812 0.1 0.1 0.0
C 1.62658 1.00668 -2.72723 -1.1 0.3 0.1
H -4.92031 0.08779 -4.00568 0.0 0.0 0.0
H -3.60052 1.11412 -2.20326 0.0 0.0 0.0
C 0.22970 0.91124 -4.69842 -0.1 0.1 0.1
N 0.36514 3.70296 0.04073 0.4 -1.5 0.0
H 1.23592 6.11356 -2.11339 0.0 0.0 0.0
H -1.04431 -3.16170 0.70824 -0.1 0.0 0.0
C 0.52452 -1.76569 -0.77973 -0.9 -0.9 -1.0
C 2.23423 -2.29337 -3.06225 -0.1 0.0 0.1
C 0.67811 4.31716 -1.10177 0.0 0.0 -0.3
H -1.85168 -2.26496 5.70436 0.0 0.0 0.0
H -2.40197 3.45987 0.83892 0.0 0.0 0.0
C 0.98984 -5.52280 -0.55909 0.0 0.0 -0.1
C -0.51756 1.76132 2.81909 -0.3 0.1 0.0
C -3.73663 0.03813 -2.22174 0.0 0.0 0.1
C -4.47623 3.75564 1.27518 0.0 0.1 0.0
H 8.01094 1.01618 -1.18512 0.0 0.0 0.0
H 1.57344 -7.89947 -1.82581 0.0 0.0 0.0
```
Forces are in eV/Å.

Values from the calculation:
net charge = +1
LUMO energy (spin up / spin down) = -4.071 / -4.070 eV
relative energy (zero: lowest compared OMol25 entry of this formula, charge and spin) = 0.0 kcal per mole
HOMO energy (spin up / spin down) = -10.325 / -10.325 eV
Kohn-Sham gap (spin up / spin down) = 0.230 / 0.230 hartree

=====

Entry 3:
Formula: C44H43Cl2CoN4O2S6
Source: OMol25
Level of theory: the ωB97M-V functional and the def2-TZVPD basis

XYZ file:
```
102
Properties=species:S:1:pos:R:3:forces:R:3
C -2.36867 -0.73755 -5.10442 0.0 0.0 0.0
S -2.01421 2.24134 0.26340 0.2 0.0 0.2
H -5.47763 3.81914 -1.12366 0.0 0.0 0.0
H 2.28006 -2.93249 0.48830 0.1 0.1 0.0
N -2.76842 1.07943 -2.91446 0.1 0.1 -0.1
H 3.63727 -0.45086 1.63752 0.0 0.0 0.0
O 0.42155 -2.73055 1.82660 0.0 -0.2 0.1
C -4.38763 -1.70574 0.43690 0.1 -0.1 0.0
C -5.35473 1.02121 -1.96465 -0.1 0.0 0.0
C -0.44295 -4.21096 0.22951 -0.1 0.0 0.0
H -5.86013 -3.09770 -2.27780 0.0 0.0 0.0
S 1.28092 -0.30377 1.96761 -0.3 0.1 -0.1
C -3.32697 -1.06168 -0.18003 0.1 -0.2 0.0
C -1.40622 5.97032 -1.21781 0.0 0.0 0.0
C -5.15454 -2.52530 -1.69064 0.0 0.0 0.0
H -4.49398 -1.64290 1.51212 0.0 0.0 0.0
S -3.75323 1.76937 -1.94409 -0.1 0.0 0.2
H -5.53826 0.81926 0.16247 0.0 0.0 0.0
N -1.04271 1.19674 0.62503 -0.4 0.0 0.3
H -5.38465 1.13125 -4.11868 0.0 0.0 0.0
C -0.82498 -2.16543 -3.88207 0.0 0.0 0.0
H -2.65522 -1.24017 -7.16569 0.0 0.0 0.0
H -3.98206 -1.97688 -3.39427 0.0 0.0 0.0
H -3.28106 5.29611 -5.30767 0.0 0.0 0.0
N -3.43870 1.84249 -0.42635 0.0 0.1 -0.2
C -3.18791 -1.16648 -1.55722 0.1 -0.2 0.1
C -5.91930 0.83772 -3.22327 0.0 0.0 0.0
C -1.69661 -1.08434 -3.94164 0.0 0.0 0.0
H 2.99838 -1.86027 2.47614 0.0 0.0 0.0
C -7.18199 0.28217 -3.30645 0.0 0.0 0.0
C -3.43023 3.73602 -3.84998 0.0 0.0 0.0
C -1.45757 3.62619 -0.73099 0.0 0.0 0.0
H -1.33127 4.31674 4.57531 0.0 0.0 0.0
H -2.42411 5.13549 0.47028 0.0 0.0 0.0
C -4.99000 4.15497 -2.03093 0.0 0.0 0.0
C -4.36328 3.87398 3.13187 0.0 0.0 0.0
C -4.05609 3.35056 -2.67698 0.0 0.0 0.0
H -8.85025 -0.50641 -2.21479 0.0 0.0 0.0
H -4.92685 6.75259 -4.18967 0.0 0.0 0.0
C -5.29584 5.38596 -2.58006 0.0 0.0 0.0
S 2.10458 -1.21393 -1.08549 -0.5 0.0 0.2
C 3.36521 0.03988 -1.45672 0.0 0.0 0.0
C 2.84743 -2.01805 0.35346 0.0 0.1 0.1
H -3.03934 0.10911 -5.11817 0.0 0.0 0.0
H -0.46930 -4.90290 1.06285 0.0 0.0 0.0
H 0.03710 -3.77175 -4.99956 0.0 0.0 0.0
H -2.62560 -0.49341 0.40742 0.1 -0.1 0.0
C -6.01140 0.67136 -0.79767 -0.1 0.2 -0.1
C -0.62909 -2.92021 -5.02686 0.0 0.0 0.0
C -1.82617 4.92676 -0.40565 0.1 0.0 0.0
Cl 0.99658 -4.62041 -0.74928 -0.1 -0.2 -0.1
H -1.12717 -3.17442 -7.09519 0.0 0.0 0.0
C -0.70052 3.35780 -1.86601 -0.1 0.0 0.0
H 3.58753 1.49287 0.85345 0.0 0.0 0.0
C -2.06713 4.01531 3.84236 0.0 0.0 0.0
C -0.18991 -2.79337 0.77399 0.0 0.1 0.0
H -7.81278 -0.16787 -0.00327 0.0 0.0 0.0
H -0.32075 -2.41084 -2.95503 0.0 0.0 0.0
Cl -1.89954 -4.43577 -0.72232 -0.1 0.2 0.0
C 2.83923 -1.19155 1.63108 0.0 0.0 0.0
H -0.61940 3.19639 2.48387 0.0 0.0 0.0
C -0.63052 5.71443 -2.33920 0.0 0.0 0.0
C -3.41658 4.25566 4.07006 0.0 0.0 0.0
H 2.11412 1.36231 -2.61906 0.0 0.0 0.0
H -4.70033 2.95410 1.21731 0.0 0.0 0.0
H 4.07090 0.07515 -0.62846 0.0 0.0 0.0
C -2.62095 3.00757 1.74461 -0.1 0.1 0.0
H -0.46276 2.33486 -2.12848 0.0 0.0 0.0
C 2.63562 1.97932 1.05564 0.0 0.1 0.0
H 2.53182 1.37101 3.12553 0.0 0.0 0.0
H -0.30131 6.53380 -2.96464 0.0 0.0 0.0
N -0.58288 0.04143 -1.81955 -0.4 0.0 -0.3
C -4.09650 -1.89067 -2.32247 0.0 -0.1 0.0
Co 0.19716 -0.05947 -0.11052 1.8 0.3 -0.1
C -5.29780 -2.43590 -0.31296 0.1 -0.1 0.0
C -0.28291 4.41054 -2.66347 0.0 0.0 0.0
H 3.49287 2.16178 -1.86545 0.0 0.0 0.0
O -0.54676 -1.81946 0.01599 -0.3 -0.1 -0.1
H -2.71535 3.08085 -4.32632 0.0 0.0 0.0
C -3.96992 3.25293 1.95394 0.0 0.0 0.0
C 2.73508 1.39064 -1.72124 0.0 0.0 -0.1
H 2.84428 3.03055 1.25634 0.0 0.0 -0.1
H 0.30766 4.21096 -3.54881 0.0 0.0 0.0
H 3.91375 -0.29047 -2.33900 0.0 0.0 0.0
S -1.90967 -0.23891 -2.40824 0.3 0.1 0.0
H -7.64232 0.13385 -4.27356 0.0 0.0 0.0
H -3.72953 4.74433 4.98283 0.0 0.0 0.0
C -2.14962 -1.49662 -6.24471 0.0 0.0 0.0
C -7.86005 -0.07647 -2.14502 0.0 0.0 0.0
C -7.28024 0.11588 -0.90087 0.0 0.1 -0.1
H -6.02299 6.02493 -2.09804 0.0 0.0 0.0
H -6.11717 -2.94526 0.17735 0.0 0.0 0.0
S 1.59457 1.90682 -0.42499 -0.5 -0.4 0.0
C -1.28729 -2.58390 -6.20307 0.0 0.0 0.0
C -1.66435 3.38595 2.67771 0.0 0.0 0.0
H -5.41298 4.05960 3.31436 0.0 0.0 0.0
H 3.86701 -2.30520 0.09108 0.0 0.0 0.0
C 1.90476 1.36635 2.23282 0.1 0.1 -0.1
C -3.75298 4.97445 -4.38902 0.0 0.0 0.0
C -4.67753 5.79225 -3.75831 0.0 0.0 0.0
H -1.68186 6.98567 -0.96648 0.0 0.0 0.0
H 1.00632 1.93527 2.46610 0.0 0.0 0.0
```
Forces are in eV/Å.

Values from the calculation:
net charge = +2
LUMO energy (spin up / spin down) = -5.408 / -5.409 eV
relative energy (zero: lowest compared OMol25 entry of this formula, charge and spin) = 8.5 kcal per mole
HOMO energy (spin up / spin down) = -13.618 / -13.619 eV
Kohn-Sham gap (spin up / spin down) = 0.302 / 0.302 hartree

=====

Entry 4:
Formula: C5H8N
Source: OMol25
Level of theory: the ωB97M-V functional and the def2-TZVPD basis

XYZ file:
```
14
Properties=species:S:1:pos:R:3:forces:R:3
H 1.92207 0.57141 -2.13717 -0.5 0.6 0.0
N 0.15280 0.65264 -1.03308 2.2 0.1 0.8
H -1.51936 0.76234 1.04725 2.0 -1.3 -0.8
C 0.92438 1.04959 -2.22031 1.4 2.5 1.4
H 1.51863 -0.38122 0.37881 -0.8 0.0 -0.3
C -0.72722 -0.07769 0.82908 -0.3 1.5 0.2
C 0.57257 0.17865 0.24170 -0.6 1.3 0.0
H -0.95073 -0.75734 2.83231 0.3 -0.9 -1.9
H -1.99039 -1.56181 1.64932 0.9 0.0 -0.1
C -0.80849 -0.15671 -0.80389 -1.8 -1.3 -0.6
C -0.93153 -1.21643 1.74878 -2.0 1.1 2.8
H -0.24023 -2.02616 1.73120 0.5 -0.5 -0.3
H 0.99156 2.20821 -2.33203 0.0 -2.2 0.6
H 0.43850 0.68083 -3.04799 -1.2 -0.9 -1.8
```
Forces are in eV/Å.

Values from the calculation:
net charge = +1
LUMO energy = -5.430 eV
relative energy (zero: lowest compared OMol25 entry of this formula, charge and spin) = 116.9 kcal per mole
HOMO energy = -14.957 eV
Kohn-Sham gap = 0.350 hartree

=====

Entry 5:
Formula: C4H6O2
Source: OMol25
Level of theory: the ωB97M-V functional and the def2-TZVPD basis

XYZ file:
```
12
Properties=species:S:1:pos:R:3:forces:R:3
O -0.48045 0.35657 -0.54477 0.0 0.0 0.0
H -2.36538 1.08262 0.04748 0.0 -0.1 0.0
C -0.33043 -0.69248 0.34988 0.1 -0.2 0.2
H 0.66236 -1.01340 0.65073 -0.2 0.0 0.0
H 1.79676 0.62644 -0.86335 0.1 0.0 0.1
H -2.19394 -1.63677 1.17842 0.1 0.1 -0.1
C -1.92298 0.17607 -0.37489 -0.3 0.1 -0.1
C -1.61856 -0.95139 0.57671 0.1 0.0 0.0
O 2.73972 -0.06470 0.78948 0.0 0.3 -0.4
H 3.38716 1.48044 -0.33765 0.0 -0.1 0.1
H -2.39006 -0.07693 -1.33059 0.1 0.0 0.1
C 2.63876 0.68660 -0.15118 0.1 -0.2 0.3
```
Forces are in eV/Å.

Values from the calculation:
LUMO energy = 0.919 eV
relative energy (zero: lowest compared OMol25 entry of this formula, charge and spin) = 77.6 kcal per mole
HOMO energy = -8.979 eV
Kohn-Sham gap = 0.364 hartree

=====

Entry 6:
Formula: S2
Source: OMol25
Level of theory: the ωB97M-V functional and the def2-TZVPD basis

XYZ file:
```
2
Properties=species:S:1:pos:R:3:forces:R:3
S 0.00000 0.00000 -1.06715 0.0 0.0 4.9
S 0.00000 0.00000 1.06715 0.0 0.0 -4.9
```
Forces are in eV/Å.

Values from the calculation:
LUMO energy = -3.253 eV
relative energy (zero: lowest compared OMol25 entry of this formula, charge and spin) = 17.2 kcal per mole
HOMO energy = -8.945 eV
Kohn-Sham gap = 0.209 hartree